C5H9N | ωB97M-V with the def2-TZVPD basis set

For the orbital gap (spin up / spin down), the calculation gives 3.896 / 6.944 eV. Its total charge is -1. Its energy is -6815.4465 eV. As for the spin multiplicity: 2. Its HOMO energy (spin up / spin down) is 0.300 / -2.857 eV. As for the LUMO energy (spin up / spin down): 4.196 / 4.087 eV.

```
15
Properties=species:S:1:pos:R:3:forces:R:3
C 0.04510 -1.06332 -2.69834 2.5732 -1.8367 0.6978
C 0.51043 -0.47095 -1.58158 -0.8968 0.3228 2.4179
N -0.39279 -0.01251 -0.55971 1.0827 -0.1867 -1.0901
C -0.04889 0.99413 0.44894 -1.0322 1.9481 -1.2793
C -0.45213 -0.12796 2.55348 -0.8020 -0.5610 4.3042
C 0.32321 0.67210 1.81474 2.4172 1.3085 -2.2816
H -0.58660 -0.56369 -3.32419 -2.9298 0.4268 -0.9661
H 0.62166 -1.92786 -3.10515 0.1338 1.3216 -0.3174
H 1.58650 -0.34568 -1.40854 -0.0544 -0.6218 0.5819
H -0.79307 -0.75321 0.02853 -0.1188 -0.1294 -1.2294
H 0.61789 1.78886 0.08566 0.2011 -0.5133 -0.6140
H -1.00667 1.56066 0.58365 -0.0956 -0.0784 -0.3465
H -0.53764 0.10255 3.71256 0.2772 -1.0548 -2.1025
H -0.60223 -1.13943 2.20202 -0.7194 -0.3036 0.3333
H 1.18330 1.34141 1.92007 -0.0363 -0.0421 1.8920
```
Positions in Å, forces in eV/Å.